DFT (the ωB97M-V functional and the def2-TZVPD basis) results for a molecular structure, C6H16N3SeZr.

Atoms and positions in Å:
C: -0.76787 0.90984 -3.42873
Zr: 0.29321 0.14575 -1.35510
N: 1.24347 -1.72373 -2.56010
H: 0.52577 1.81368 -0.88784
H: 0.02442 1.60154 -2.89991
H: -1.72852 1.47635 -3.50471
H: -1.02708 -0.06741 -2.85202
H: -0.30433 0.59637 -4.37479
H: 1.11058 -2.67209 -2.17571
H: 2.24227 -1.54037 -2.49229
H: 1.06231 -1.82648 -3.58413
C: 2.09950 -0.74079 1.27594
N: 0.91468 0.01172 1.65609
C: 0.82568 0.72893 2.82432
C: -0.47842 1.05264 3.00177
N: -1.18443 0.54441 1.93597
C: -2.61081 0.45161 1.89471
C: -0.32237 -0.02994 1.01097
Se: -0.97132 -1.65732 -0.00656
H: 2.92959 -0.43388 1.94961
H: 2.41420 -0.51851 0.23355
H: 1.94250 -1.83554 1.37129
H: 1.70677 0.88987 3.44697
H: -0.93294 1.55136 3.84052
H: -2.99881 0.26121 2.90139
H: -3.05537 1.37375 1.52047
H: -2.95269 -0.36298 1.25831

Values from the calculation:
Gap between HOMO and LUMO (spin up / spin down), Ha: 0.184 / 0.184
Net charge: +1
Total energy, Eh: -2850.5916
Energy relative to the best compared isomer or geometry (same formula, charge and spin), kJ/mol: 119.8
Lowest unoccupied orbital energy (spin up / spin down), Ha: -0.14297 / -0.14275

Löwdin population analysis, charges in e, atoms 1 to 5: number 1, C, carries -0.11; number 2, Zr, carries 0.85; number 3, N, carries -0.07; number 4, H, carries -0.10; number 5, H, carries 0.00

DFT (the ωB97M-V functional and the def2-TZVPD basis) results for 2 unconnected molecules or ions with the total composition C6H16N4.

Atoms and positions in Å:
C: 1.80444 -1.90127 -0.13578
C: 1.34447 -0.79621 -0.19993
C: 0.27615 0.97892 -1.46265
C: -0.46763 0.84252 -0.19637
C: 2.21911 -3.28033 0.10100
C: -2.49447 -0.00807 0.84918
N: 0.98937 0.53536 -0.19127
N: -3.72074 -0.24799 -0.09598
N: 2.61151 2.42694 0.65070
N: -1.38142 -0.19678 0.13034
H: 2.00205 3.06657 1.16722
H: 0.14674 0.15513 -2.30678
H: 0.63829 1.98079 -1.93941
H: -0.86867 1.84104 0.33386
H: 1.33559 -3.82820 -0.29843
H: 2.46908 -3.56069 1.08947
H: 3.08913 -3.43098 -0.36770
H: -2.77460 -0.74967 1.63055
H: -2.44229 0.96957 1.29586
H: -4.64936 0.08553 0.19346
H: -3.69896 -1.21948 -0.43232
H: 3.47628 2.25360 1.12865
H: 1.87193 1.62404 0.15816
H: 3.11311 2.98089 -0.05559
H: -3.67727 0.54551 -0.73388
H: -1.21183 -1.06673 -0.31235

Values from the calculation:
Gap between HOMO and LUMO, Ha: 0.353
Net charge: +2
Total energy, Eh: -456.4798
Energy relative to the best compared isomer or geometry (same formula, charge and spin), kJ/mol: 441.0
Lowest unoccupied orbital energy, Ha: -0.22879

Löwdin population analysis, charges in e, atoms 1 to 5: number 1, C, carries -0.01; number 2, C, carries -0.08; number 3, C, carries -0.02; number 4, C, carries -0.27; number 5, C, carries -0.04

DFT (the ωB97M-V functional and the def2-TZVPD basis) results for a single C6H16N4O2 molecule.

Atoms and positions in Å:
C: 1.60156 -2.93254 -0.95019
C: -0.41686 -1.49134 -1.67089
C: -1.69601 -1.06068 -1.00244
C: -1.45182 -0.09335 0.18916
C: -0.19656 0.67516 -0.02521
C: 0.35251 1.32735 2.26238
H: 1.40553 -3.43911 -2.02781
H: 2.71743 -2.43198 -0.84767
H: 1.64417 -3.72432 -0.18134
H: -0.13577 -2.81994 -0.23153
H: -0.08892 -0.48019 -2.11169
H: -0.96369 -2.27377 -2.44055
H: -2.39201 -1.92035 -0.75082
H: -2.29862 -0.39865 -1.71246
H: -1.49197 -0.75224 1.07108
H: -2.29851 0.54044 0.39704
H: 0.00038 1.04613 -1.17458
H: 0.68229 -0.04501 0.55002
H: 0.88755 2.33129 2.81287
H: -0.57207 0.87021 2.86629
H: 1.16054 0.55580 2.01478
H: -1.00498 4.28342 0.76722
N: 0.47676 -2.16162 -0.55010
N: -0.16370 1.75848 1.05528
N: 0.45442 2.99841 0.72111
N: 1.70372 3.33550 0.35964
O: -0.42266 3.95360 0.16619
O: 2.50731 2.34932 0.44420

Values from the calculation:
Gap between HOMO and LUMO, Ha: 0.351
Structure (SMILES): CNCCCCN(C)N(O)N=O
Total energy, Eh: -607.3648
Energy relative to the best compared isomer or geometry (same formula, charge and spin), kJ/mol: 684.4
Lowest unoccupied orbital energy, Ha: 0.02460

Löwdin population analysis, charges in e, atoms 1 to 5: number 1, C, carries -0.19; number 2, C, carries -0.21; number 3, C, carries -0.27; number 4, C, carries -0.25; number 5, C, carries -0.16

DFT (the ωB97M-V functional and the def2-TZVPD basis) results for 2 unconnected molecules or ions with the total composition C6H16N4S.

Atoms and positions in Å:
C: -2.78773 1.00063 1.25164
C: -0.21907 1.09914 -2.26978
C: -0.88666 -1.20817 -1.33203
C: -1.38281 0.36853 1.36738
C: -0.93255 0.37892 -1.15871
C: -0.37086 0.77293 0.26298
N: 1.89204 0.80301 1.06248
N: 4.55620 -1.24453 0.82794
N: 0.90855 0.21607 0.72671
N: 3.42877 -1.46945 1.60815
S: 2.30790 -2.53340 1.07837
H: -2.81435 2.11119 1.30641
H: -3.44982 0.69220 0.52666
H: -3.40768 0.66270 2.13595
H: -0.58169 0.72962 -3.28832
H: 0.83773 1.00250 -2.28833
H: -0.58618 2.12868 -2.27285
H: -1.75268 -1.74360 -0.77367
H: 0.03770 -1.60084 -0.88153
H: -0.91928 -1.56090 -2.40680
H: -1.12059 0.72997 2.29439
H: -1.56494 -0.71713 1.25560
H: -1.94616 0.78056 -1.25323
H: -0.18251 1.81603 0.21553
H: 4.88034 -1.62864 -0.08131
H: 5.28896 -0.69955 1.34521
H: 0.76737 -0.88647 0.74116

Values from the calculation:
Gap between HOMO and LUMO, Ha: 0.271
Total energy, Eh: -855.2298
Energy relative to the best compared isomer or geometry (same formula, charge and spin), kJ/mol: 0.0
Lowest unoccupied orbital energy, Ha: -0.00962

Löwdin population analysis, charges in e, atoms 1 to 5: number 1, C, carries -0.11; number 2, C, carries -0.10; number 3, C, carries -0.06; number 4, C, carries -0.18; number 5, C, carries -0.36

DFT (the ωB97M-V functional and the def2-TZVPD basis) results for 2 unconnected molecules or ions with the total composition C6H16NO.

Atoms and positions in Å:
C: -1.54376 -2.17609 0.63215
C: -1.10387 -0.72816 0.96689
C: 0.35037 -0.69949 1.40764
C: 1.47420 -0.58575 0.28912
C: 2.73264 0.91028 -1.31153
C: 1.63624 0.80304 -0.51644
N: -1.36541 -0.04071 -0.53642
H: -0.97179 -2.82704 0.04236
H: -1.72271 -2.59861 1.71818
H: -2.64744 -2.24890 0.20807
H: -1.86460 -0.10325 1.67425
H: 0.48220 0.32556 1.85930
H: 0.59874 -1.27507 2.26632
H: 1.27755 -1.29393 -0.53024
H: 2.53593 -0.71571 0.72108
H: 3.58200 0.21006 -1.28555
H: 2.92446 1.55732 -2.27550
H: 0.92166 1.62101 -0.49048
H: -1.48713 0.91597 -0.51366
H: -2.25379 -0.41639 -0.82819
H: -0.54914 -0.28517 -1.14014
H: -0.51257 2.97635 -1.35146
H: -1.18045 3.78449 -0.25918
O: -1.31333 2.89019 -0.74660

Values from the calculation:
Gap between HOMO and LUMO, Ha: 0.374
Net charge: +1
Total energy, Eh: -367.8635
Energy relative to the best compared isomer or geometry (same formula, charge and spin), kJ/mol: 312.3
Lowest unoccupied orbital energy, Ha: -0.10914

Löwdin population analysis, charges in e, atoms 1 to 5: number 1, C, carries -0.07; number 2, C, carries -0.24; number 3, C, carries -0.17; number 4, C, carries -0.16; number 5, C, carries -0.01

DFT (the ωB97M-V functional and the def2-TZVPD basis) results for a gas-phase ion, C6H16NO (charge +1).

Atoms and positions in Å:
C: 0.48571 -0.95724 1.70661
O: 0.28350 -0.33539 3.00209
C: -0.14537 0.07429 0.80854
C: -0.29822 -0.49290 -0.60302
C: 1.02474 -0.81775 -1.26268
C: -1.15309 0.50676 -1.43898
C: -0.96201 0.38316 -2.99126
N: 0.53723 1.43681 0.86471
H: 0.03266 -1.94875 1.62863
H: 1.58199 -1.15901 1.59288
H: 0.58610 -0.95943 3.67365
H: -1.16175 0.21974 1.26563
H: -0.87731 -1.43978 -0.57808
H: 0.85400 -1.63068 -1.96478
H: 1.50893 -0.06560 -1.87372
H: 1.81115 -1.21372 -0.60485
H: -2.25084 0.40428 -1.30848
H: -1.10125 1.59744 -1.27193
H: -1.85501 0.93692 -3.32770
H: -1.03545 -0.62153 -3.45398
H: -0.07492 0.90957 -3.37375
H: 0.60413 1.69213 1.85513
H: -0.00463 2.09946 0.31291
H: 1.51790 1.42290 0.55268

Values from the calculation:
Gap between HOMO and LUMO, Ha: 0.421
Structure (SMILES): CC[C@@H](C)[C@H]([NH3+])CO
Net charge: +1
Total energy, Eh: -367.9375
Energy relative to the best compared isomer or geometry (same formula, charge and spin), kJ/mol: 117.9
Lowest unoccupied orbital energy, Ha: -0.12145

Löwdin population analysis, charges in e, atoms 1 to 5: number 1, C, carries -0.19; number 2, O, carries -0.07; number 3, C, carries -0.27; number 4, C, carries -0.33; number 5, C, carries -0.07

DFT (the ωB97M-V functional and the def2-TZVPD basis) results for 2 unconnected molecules or ions with the total composition C6H16NO.

Atoms and positions in Å:
C: 2.15706 1.45779 0.19424
C: 1.38455 0.74195 -0.90584
C: 0.39758 1.23376 -1.68569
N: 1.74842 -0.65322 -1.03328
H: 1.76148 2.50679 0.32598
H: 1.98744 0.95131 1.15283
H: 3.23683 1.49671 -0.01215
H: -0.14554 0.59105 -2.43197
H: 0.06223 2.29044 -1.56346
H: 1.29928 -1.21072 -0.30600
H: 2.73469 -0.79453 -1.08626
H: 1.46273 -1.05465 -1.92389
C: -0.97207 -1.50165 0.35209
O: 0.36712 -2.00899 0.70253
C: -1.35885 -0.26285 1.14076
C: -2.72752 0.28725 0.68188
H: -0.92203 -1.28403 -0.72602
H: -1.74951 -2.26441 0.49575
H: 0.43584 -1.86957 1.67561
H: -1.36566 -0.49596 2.22011
H: -0.60654 0.57947 1.00041
H: -3.48057 -0.48438 0.83843
H: -3.03300 1.18149 1.25684
H: -2.67395 0.56694 -0.36293

Values from the calculation:
Gap between HOMO and LUMO, Ha: 0.416
Net charge: +1
Total energy, Eh: -367.9329
Energy relative to the best compared isomer or geometry (same formula, charge and spin), kJ/mol: 130.0
Lowest unoccupied orbital energy, Ha: -0.11422

Löwdin population analysis, charges in e, atoms 1 to 5: number 1, C, carries -0.03; number 2, C, carries -0.37; number 3, C, carries 0.10; number 4, N, carries 0.22; number 5, H, carries 0.11

DFT (the ωB97M-V functional and the def2-TZVPD basis) results for 2 unconnected molecules or ions with the total composition C6H16NO.

Atoms and positions in Å:
C: -0.77917 0.65865 1.18062
C: 0.36064 -0.26070 0.66207
C: 0.12645 -0.83402 -0.70442
C: 0.73055 -0.26720 -1.84122
C: -0.79831 -1.94936 -0.83256
C: -0.19863 -3.21843 -1.55155
N: -0.75855 2.07763 0.67474
H: -0.65573 0.71341 2.26372
H: -1.74599 0.18699 1.04287
H: 0.35322 -1.07688 1.37758
H: 1.30815 0.27334 0.66177
H: 0.68250 -0.49156 -2.90872
H: 1.32217 0.64728 -1.70536
H: -1.15001 -2.24673 0.15016
H: -1.61070 -1.66636 -1.50789
H: 0.80276 -3.43846 -1.18381
H: -0.84386 -4.05038 -1.32851
H: -0.06129 -3.04713 -2.61650
H: -0.58619 2.07308 -0.33010
H: 0.07447 2.56186 1.09552
H: -1.63194 2.53930 0.92297
H: 1.47101 3.48132 2.93781
H: 2.05419 4.00838 1.55257
O: 1.53425 3.32595 1.98824

Values from the calculation:
Gap between HOMO and LUMO (spin up / spin down), Ha: 0.398 / 0.264
Net charge: +2
Total energy, Eh: -367.4904
Multiplicity: 2
Energy relative to the best compared isomer or geometry (same formula, charge and spin), kJ/mol: 64.3
Lowest unoccupied orbital energy (spin up / spin down), Ha: -0.30643 / -0.44030

Löwdin population analysis, charges in e, atoms 1 to 5: number 1, C, carries -0.10; number 2, C, carries -0.08; number 3, C, carries -0.17; number 4, C, carries 0.29; number 5, C, carries -0.15

DFT (the ωB97M-V functional and the def2-TZVPD basis) results for 4 unconnected molecules or ions with the total composition C6H16NO4.

Atoms and positions in Å:
C: 0.47278 0.39277 -2.27295
O: 0.30632 -0.54475 -3.14584
C: 1.51934 -0.04730 -1.16082
C: 1.53402 0.82996 0.10192
C: 0.38834 0.40052 0.98515
C: 0.55450 -0.28056 2.10781
N: -0.49418 -0.69228 2.96376
C: -1.54625 -1.23832 2.52947
H: -0.50697 0.65085 -1.66506
H: 0.83733 1.37459 -2.70849
H: 2.45753 -0.04986 -1.65689
H: 1.27012 -1.09410 -0.96737
H: 2.57495 0.75464 0.62769
H: 1.36079 1.88540 -0.18948
H: -0.58356 0.74187 0.61932
H: 1.50660 -0.53306 2.52719
H: -1.78934 -1.45221 1.51817
H: -2.31511 -1.51807 3.18612
H: -1.54452 3.22388 -1.36730
H: -2.37584 2.12101 -0.71652
O: -2.10188 3.07647 -0.61323
H: -1.64660 0.34782 -1.62379
H: -2.33714 -0.07673 -0.26181
O: -2.52938 0.44509 -1.00733
H: 1.70575 -2.19185 1.05925
H: 2.39928 -2.31444 -0.17717
O: 2.43864 -2.64758 0.67969

Values from the calculation:
Gap between HOMO and LUMO, Ha: 0.247
Net charge: -1
Total energy, Eh: -593.8553
Energy relative to the best compared isomer or geometry (same formula, charge and spin), kJ/mol: 114.9
Lowest unoccupied orbital energy, Ha: 0.12144

Löwdin population analysis, charges in e, atoms 1 to 5: number 1, C, carries -0.56; number 2, O, carries -0.29; number 3, C, carries -0.20; number 4, C, carries -0.20; number 5, C, carries -0.10